# 1
{"formula": "C28H68N2O7", "method": "ωB97M-V/def2-TZVPD", "elements": ["C", "C", "C", "C", "C", "C", "N", "O", "C", "C", "C", "H", "H", "H", "H", "H", "H", "H", "H", "H", "H", "H", "H", "H", "H", "H", "H", "H", "H", "H", "C", "C", "C", "C", "C", "C", "N", "O", "C", "C", "C", "H", "H", "H", "H", "H", "H", "H", "H", "H", "H", "H", "H", "H", "H", "H", "H", "H", "H", "H", "C", "C", "O", "H", "H", "H", "H", "H", "H", "C", "C", "O", "H", "H", "H", "H", "H", "H", "C", "C", "O", "H", "H", "H", "H", "H", "H", "C", "C", "O", "H", "H", "H", "H", "H", "H", "C", "C", "O", "H", "H", "H", "H", "H", "H"], "positions_angstrom": [[0.44687, 0.23108, -3.63357], [-0.10619, -0.33119, -4.91907], [-1.29491, -1.36512, -4.57870], [-2.58817, -0.66939, -4.12458], [-2.98303, 0.43797, -5.13501], [-1.89415, 1.49732, -5.40976], [-0.70711, 0.72313, -5.78188], [0.22501, 1.57517, -6.40662], [-2.37365, 2.40401, -6.58501], [-1.79935, 2.40689, -4.12438], [0.95156, -1.25858, -5.49261], [1.10359, 1.09957, -3.68375], [1.10830, -0.44677, -3.09400], [-0.32696, 0.54676, -2.93384], [-1.32951, -2.04504, -5.42994], [-0.90835, -1.96065, -3.75166], [-2.53965, -0.20624, -3.13905], [-3.28042, -1.47661, -3.88523], [-3.94059, 0.82538, -4.78705], [-3.10757, -0.15341, -6.04213], [-2.39814, 1.76133, -7.46505], [-3.38158, 2.81854, -6.56668], [-1.64399, 3.20782, -6.68289], [-2.00365, 1.87028, -3.19787], [-0.82950, 2.89292, -4.01824], [-2.54699, 3.19491, -4.21462], [0.65031, -1.35603, -6.53561], [1.08587, -2.22443, -5.00559], [1.84843, -0.63985, -5.52247], [0.08000, 1.38191, -7.33571], [2.95044, -2.48789, -0.38455], [2.27218, -2.93083, 0.89203], [2.26038, -4.48046, 0.93998], [2.01573, -5.17283, 2.30946], [2.80615, -4.51233, 3.45568], [2.87609, -2.93820, 3.47400], [3.05698, -2.39944, 2.10168], [3.07726, -1.06248, 2.18123], [1.39152, -2.43480, 4.04043], [3.98049, -2.46689, 4.45936], [0.89621, -2.41595, 0.85652], [3.01981, -1.43164, -0.64462], [2.44425, -2.93289, -1.24120], [4.00053, -2.77972, -0.36895], [1.45314, -4.76322, 0.26431], [3.22677, -4.90108, 0.66202], [2.21853, -6.23950, 2.21355], [0.97034, -4.87771, 2.39985], [3.81037, -4.93548, 3.47958], [2.17646, -4.82066, 4.29025], [1.34830, -2.66170, 5.10568], [1.28032, -1.35487, 3.94295], [0.51392, -2.88847, 3.57990], [4.97166, -2.65050, 4.04467], [3.95348, -1.40601, 4.70818], [3.99750, -3.01758, 5.39988], [0.62100, -2.22601, -0.18092], [0.97307, -1.40718, 1.26221], [0.03720, -2.95446, 1.25676], [3.80798, -0.67606, 1.69306], [-2.58913, -1.22218, 3.96927], [-3.49435, -1.45672, 2.78170], [-2.84548, -2.31416, 1.85703], [-3.01876, -0.40391, 4.54716], [-1.57830, -0.97957, 3.64148], [-2.44753, -2.05066, 4.66330], [-3.68218, -0.52643, 2.24564], [-4.51198, -1.80969, 2.94888], [-3.39888, -2.54282, 1.10665], [2.49765, 5.78748, 1.25534], [2.19026, 4.69268, 2.26183], [2.78407, 3.54008, 1.72860], [3.57826, 5.87033, 1.13916], [2.22135, 6.81964, 1.47075], [1.85675, 5.47615, 0.43047], [1.11183, 4.63801, 2.41052], [2.66316, 4.91337, 3.21879], [3.73838, 3.62207, 1.79326], [-0.83771, 0.69948, 0.72299], [0.43559, 1.40697, 0.24856], [0.23212, 2.82035, 0.43226], [-1.74112, 1.11793, 0.27934], [-0.99128, 0.88533, 1.78601], [-0.81965, -0.37794, 0.55880], [0.52979, 1.04475, -0.77518], [1.37181, 1.00491, 0.63575], [1.11831, 3.08583, 0.68874], [-3.49747, 3.04631, -0.58121], [-4.60891, 2.24698, -1.15577], [-5.22770, 2.75201, -2.31557], [-3.23775, 2.68210, 0.41278], [-3.70757, 4.11523, -0.61797], [-2.58804, 3.14762, -1.17347], [-5.42683, 1.98620, -0.48412], [-4.15466, 1.32415, -1.51649], [-5.67719, 2.05080, -2.79291], [0.77021, 1.67829, 4.19014], [0.35253, 0.93415, 5.46811], [1.50880, 0.65657, 6.23748], [0.00756, 1.81281, 3.42309], [1.65288, 1.25158, 3.71377], [0.93995, 2.73406, 4.40145], [-0.19712, 0.00349, 5.32709], [-0.45630, 1.45197, 5.98363], [1.25009, -0.13049, 6.72246]], "forces_ev_per_a": [[0.364, 0.713, 1.541], [-1.947, -0.862, 1.784], [1.212, 1.781, 0.833], [0.782, 0.125, -0.131], [-0.241, -1.880, 0.219], [-1.509, 0.072, 1.880], [-0.162, -0.940, -1.154], [0.779, -0.003, 0.409], [0.925, -0.982, -0.128], [0.190, -0.077, -0.589], [0.101, 2.118, -2.016], [-0.106, 0.298, -0.856], [-0.272, -0.634, -0.034], [-0.126, -0.177, 0.013], [-0.786, 0.200, -0.159], [0.062, -0.121, 0.101], [0.854, 0.069, 0.217], [-0.801, 0.191, -0.826], [0.050, 0.545, -0.372], [-0.434, 0.449, -0.507], [0.361, 0.135, -0.361], [0.032, -0.090, 0.898], [-0.172, 0.020, -0.336], [0.039, -0.072, -0.081], [0.082, -0.045, -0.143], [-0.070, -0.011, 0.074], [0.232, -0.686, -0.233], [-0.181, 0.369, 0.164], [0.543, -0.575, 0.028], [0.182, 0.063, -0.141], [1.262, -0.050, -0.492], [0.979, -0.912, 1.996], [1.240, -0.394, 0.516], [-0.434, 2.832, -1.225], [-0.491, 0.292, -0.624], [-3.019, -0.247, 0.098], [1.516, -3.638, -0.551], [-1.121, 3.080, 0.213], [1.685, -0.168, 0.027], [0.131, -0.038, -0.614], [-1.612, 1.742, -0.606], [-0.615, 0.379, 0.629], [0.107, -0.285, 0.033], [0.046, -0.447, -0.105], [0.322, -0.359, -0.305], [0.106, 0.338, -0.902], [-0.394, 0.100, 0.210], [-0.402, -0.996, 0.945], [0.055, 0.011, 0.295], [0.829, 0.092, 0.744], [0.032, -0.065, 0.136], [0.223, 0.032, -0.112], [0.308, -0.264, -0.274], [0.020, -0.056, -0.368], [-0.358, 0.009, -0.165], [-0.546, -0.163, -0.025], [-0.156, -0.131, -0.232], [-0.518, 0.034, 0.334], [0.401, -0.180, 0.561], [0.396, -0.522, -0.124], [-0.245, -0.008, 0.261], [-0.220, 0.175, -1.180], [0.756, -0.720, 0.036], [0.233, 0.166, 0.063], [-0.118, 0.327, -0.229], [-0.403, -0.337, -0.222], [0.256, 0.591, 0.227], [0.050, -0.376, 0.844], [-0.219, 0.186, 0.138], [-0.694, 0.555, 0.306], [1.009, 1.919, 0.659], [-0.648, -1.458, -0.083], [-0.045, -0.458, -0.776], [-0.474, -0.098, 0.585], [0.897, 0.292, -0.832], [0.110, -0.755, -0.119], [-0.216, 0.008, 0.319], [-0.030, 0.044, -0.029], [0.202, 0.134, 0.880], [-1.627, -0.929, -0.574], [0.855, -1.189, -0.316], [0.279, 0.028, -0.514], [0.128, -0.220, 0.214], [0.004, 0.094, -0.047], [-0.022, 0.954, -0.810], [-0.094, 0.346, 1.040], [0.237, 0.640, 0.075], [0.356, 1.772, -0.247], [-0.211, -2.096, -1.068], [-0.024, 1.635, -0.789], [-0.076, 0.323, -0.028], [-0.754, 0.177, 0.913], [0.141, -1.148, -0.299], [0.359, 0.134, 0.723], [0.104, -0.676, 0.565], [0.100, -0.062, 0.205], [-0.417, 0.393, 0.140], [-0.634, -0.050, -1.083], [-0.392, 0.067, 0.295], [-0.368, -0.733, 0.081], [-0.024, -0.081, 0.157], [0.604, -0.011, 0.463], [0.373, -0.468, -0.913], [0.428, 0.944, 0.537], [0.500, -0.049, 0.328]], "lowdin_charge": [-0.058, -0.485, -0.118, -0.181, -0.134, -0.477, -0.100, -0.016, -0.034, -0.021, -0.049, 0.092, 0.078, 0.055, 0.111, 0.108, 0.083, 0.105, 0.112, 0.115, 0.079, 0.085, 0.081, 0.047, 0.084, 0.079, 0.085, 0.093, 0.083, 0.100, -0.048, -0.495, -0.132, -0.170, -0.130, -0.402, -0.130, -0.034, -0.010, -0.038, -0.064, 0.079, 0.088, 0.086, 0.118, 0.112, 0.112, 0.094, 0.112, 0.108, 0.069, 0.049, 0.058, 0.078, 0.074, 0.079, 0.082, 0.071, 0.088, 0.114, -0.080, -0.320, -0.092, 0.078, 0.054, 0.076, 0.098, 0.108, 0.082, -0.081, -0.337, -0.089, 0.077, 0.073, 0.079, 0.115, 0.111, 0.099, -0.072, -0.282, -0.069, 0.048, 0.052, 0.053, 0.083, 0.104, 0.022, -0.090, -0.341, -0.082, 0.074, 0.082, 0.066, 0.112, 0.095, 0.078, -0.061, -0.326, -0.069, 0.054, 0.073, 0.066, 0.077, 0.104, 0.078], "total_charge": 0, "lumo_energy_ev": 0.4635, "fmax_ev_per_a": 4.0, "e_tot_ha": -1743.5581, "e_homo_ha": -0.2896, "smiles": "CC1(C)CCCC(C)(C)N1O.CC1(C)CCCC(C)(C)N1O.CCO.CCO.CCO.CCO.CCO", "molar_mass_g_mol": 544.859, "multiplicity": 1}

=====

# 2
{"formula": "C28H70O14", "method": "ωB97M-V/def2-TZVPD", "elements": ["C", "O", "C", "C", "O", "C", "H", "H", "H", "H", "H", "H", "H", "H", "H", "H", "C", "O", "C", "C", "O", "C", "H", "H", "H", "H", "H", "H", "H", "H", "H", "H", "C", "O", "C", "C", "O", "C", "H", "H", "H", "H", "H", "H", "H", "H", "H", "H", "C", "O", "C", "C", "O", "C", "H", "H", "H", "H", "H", "H", "H", "H", "H", "H", "C", "O", "C", "C", "O", "C", "H", "H", "H", "H", "H", "H", "H", "H", "H", "H", "C", "O", "C", "C", "O", "C", "H", "H", "H", "H", "H", "H", "H", "H", "H", "H", "C", "O", "C", "C", "O", "C", "H", "H", "H", "H", "H", "H", "H", "H", "H", "H"], "positions_angstrom": [[2.48878, -2.91377, 3.26929], [2.25711, -3.11270, 1.91974], [3.16786, -4.04204, 1.30110], [4.54923, -3.38134, 0.99891], [5.60358, -4.04297, 1.71455], [6.85234, -3.38749, 1.49360], [3.43997, -2.40447, 3.42406], [2.40819, -3.85454, 3.81388], [1.68085, -2.28323, 3.64045], [2.55714, -4.36790, 0.45912], [3.10296, -4.86493, 2.01294], [4.51493, -2.37040, 1.40501], [4.77474, -3.44359, -0.06568], [7.73228, -3.82044, 1.96938], [6.82835, -2.33674, 1.78245], [7.04858, -3.47120, 0.42468], [-0.40719, -2.66859, -0.93847], [0.64182, -1.75129, -0.65824], [1.09285, -1.78037, 0.72124], [1.38019, -0.37654, 1.31783], [0.26052, 0.49275, 1.05811], [0.33096, 1.85328, 1.65700], [-1.25042, -2.09784, -1.32747], [-0.73487, -3.28715, -0.10294], [-0.15567, -3.35248, -1.74910], [1.88396, -2.48671, 0.97290], [0.29916, -2.19939, 1.33977], [2.10700, 0.18512, 0.73099], [1.81665, -0.38270, 2.31662], [1.33882, 2.24352, 1.51545], [-0.03266, 1.86450, 2.68450], [-0.43508, 2.48998, 1.21442], [-2.29278, 2.53396, 3.67208], [-0.92736, 2.17475, 3.70173], [-0.61078, 1.51662, 4.90148], [-0.22962, 2.55215, 6.02410], [0.05186, 1.83811, 7.25268], [-0.21647, 2.54721, 8.46583], [-2.43447, 3.02282, 2.70820], [-2.75492, 3.14677, 4.44602], [-2.86732, 1.63536, 3.44733], [0.31868, 0.95533, 4.80568], [-1.38552, 0.80931, 5.19746], [-1.16750, 3.07533, 6.21059], [0.53590, 3.27027, 5.73020], [0.17389, 1.97733, 9.30902], [-1.29741, 2.65897, 8.55053], [0.08387, 3.58962, 8.57206], [3.73940, 0.27074, -7.46663], [3.87306, -0.18808, -6.12039], [2.96216, 0.20892, -5.16357], [3.17992, -0.47075, -3.82987], [2.14536, -0.02906, -3.01432], [2.04098, -0.63961, -1.80041], [2.76720, 0.60096, -7.83254], [4.04177, -0.53799, -8.13194], [4.45606, 1.08307, -7.58759], [2.00010, -0.10904, -5.56535], [2.81940, 1.27452, -4.98411], [4.09367, -0.16893, -3.31795], [3.08384, -1.55011, -3.94764], [1.01347, -0.71581, -1.44472], [2.65408, -0.18722, -1.02096], [2.37858, -1.66659, -1.93979], [-1.89797, -0.74673, -3.76898], [-1.00279, -1.64578, -4.42120], [-0.20493, -2.42157, -3.49937], [0.75785, -3.19801, -4.39142], [1.88659, -3.63194, -3.61382], [2.82004, -4.49005, -4.27711], [-2.23993, -0.12355, -4.59529], [-1.36049, -0.23840, -2.96847], [-2.69223, -1.18632, -3.16564], [-0.75546, -3.25889, -3.07050], [0.36737, -1.79327, -2.81688], [1.12461, -2.64865, -5.25849], [0.25207, -4.03408, -4.87440], [2.44323, -5.42751, -4.68612], [3.62664, -4.69933, -3.57448], [3.15380, -3.90493, -5.13405], [-1.81333, -0.09867, -0.23303], [-2.42175, -1.12544, -0.97100], [-3.68180, -1.69112, -0.51797], [-4.77527, -0.65818, -0.33488], [-4.61926, 0.27193, 0.74327], [-5.79206, 1.08953, 0.99299], [-1.37640, -0.47271, 0.69286], [-2.52976, 0.71492, -0.11944], [-0.92825, 0.27951, -0.74463], [-3.54569, -2.27415, 0.39288], [-3.93869, -2.44156, -1.26559], [-5.64925, -1.20352, 0.02128], [-4.99134, -0.12267, -1.25935], [-6.66095, 0.58855, 1.41978], [-6.05873, 1.65627, 0.10092], [-5.50293, 1.73536, 1.82208], [-4.73494, 7.52167, 0.45362], [-4.23696, 6.23599, 0.90505], [-3.78525, 5.32976, -0.04894], [-2.92130, 4.13090, 0.57407], [-2.20481, 3.58171, -0.50606], [-1.47210, 2.43535, -0.08335], [-5.73228, 7.25193, 0.10631], [-4.13670, 8.08221, -0.26471], [-4.81479, 8.20248, 1.30110], [-3.10000, 5.87057, -0.70167], [-4.67090, 5.00524, -0.59520], [-3.61602, 3.42725, 1.03270], [-2.19365, 4.60154, 1.23521], [-1.15594, 2.35741, 0.95687], [-0.56334, 2.46939, -0.68427], [-2.02600, 1.57029, -0.44799]], "forces_ev_per_a": [[-0.232, 0.304, 1.051], [3.671, -4.631, 4.709], [-0.635, 0.074, 0.695], [-0.070, -1.331, 1.007], [0.172, -0.119, 0.524], [-0.308, -0.037, -0.925], [0.162, -0.155, 0.331], [0.376, -0.134, 0.186], [0.056, 0.156, -0.018], [0.692, 0.075, -0.610], [1.198, -0.419, -0.251], [-0.206, 0.388, -0.588], [-0.125, 0.430, -0.126], [-0.627, -0.563, 0.482], [-0.203, 0.181, -0.003], [0.222, 0.383, -0.256], [0.167, -1.250, 0.079], [-3.310, -3.899, 4.769], [-2.277, 2.774, -1.661], [0.114, 1.144, -2.485], [-0.228, 1.467, 1.828], [3.475, -2.152, 0.939], [0.823, -0.980, 0.289], [0.080, 0.221, 0.574], [0.893, -0.295, 1.582], [-1.145, 2.812, -3.422], [-0.532, 0.043, -0.013], [0.954, -0.662, 0.014], [-0.749, -0.199, 0.501], [0.178, 0.179, -0.065], [2.020, -0.859, -1.492], [7.750, 0.526, 2.672], [-0.846, -0.418, -2.272], [-2.347, 1.007, 4.063], [1.929, 0.492, 1.472], [-2.135, -1.054, 0.912], [0.840, 0.657, -0.556], [-0.988, -0.069, -0.409], [0.195, 0.602, 0.337], [0.587, -0.114, 0.353], [-0.323, -0.373, 0.818], [-0.024, -0.323, -0.759], [-0.157, 0.235, 0.229], [-0.019, 0.671, 0.016], [0.219, -0.278, -0.070], [-0.015, -0.068, -0.256], [-0.367, -0.391, 0.277], [0.934, 0.031, -0.607], [0.772, -0.008, 0.417], [1.255, -0.287, -0.901], [-1.651, -0.030, -0.210], [-0.124, 0.248, 0.001], [-0.661, 1.840, -1.857], [1.752, 0.581, -0.926], [-0.395, 0.003, 0.676], [0.100, -0.118, 0.147], [-0.093, 0.225, -0.260], [-0.649, -0.104, 0.464], [0.661, 0.459, -0.197], [0.708, -0.283, -0.433], [0.482, -0.238, 0.029], [1.209, 2.337, -1.559], [0.452, 0.277, 0.029], [0.052, -0.300, 0.286], [0.821, -0.276, -0.121], [0.118, -0.652, 0.990], [0.144, -0.272, -3.446], [1.321, -0.265, -0.601], [-0.653, -0.852, 0.375], [-0.483, 1.280, -0.291], [-0.240, 0.306, 0.524], [0.282, 0.774, -0.398], [-0.359, -0.564, -0.752], [-0.715, 0.962, -0.190], [-0.508, -0.128, -0.284], [0.107, 0.743, 0.051], [-0.203, -0.463, 0.314], [-0.555, -0.132, 0.308], [-0.041, 0.129, -0.124], [0.674, -0.159, -0.202], [-1.042, -2.245, 0.336], [-3.065, -0.035, -0.397], [1.665, 1.253, 0.334], [-1.234, -0.153, 0.855], [-0.034, 0.485, 0.233], [1.252, -0.308, 0.284], [-0.842, 0.044, 0.206], [-0.795, -3.024, 1.029], [-0.417, -0.532, -0.563], [0.200, 0.198, 0.445], [-0.307, 0.346, -0.268], [-0.465, -0.525, -0.832], [0.017, 0.015, -0.192], [-0.070, -0.780, -0.496], [-0.087, 0.086, 0.039], [0.234, 0.379, -0.341], [-0.369, -1.474, 0.494], [0.563, 1.384, 1.703], [0.841, -0.223, -0.116], [-1.165, 2.256, -1.740], [-0.592, 0.662, 0.653], [-2.117, 1.527, -4.058], [-0.168, 0.823, -0.517], [0.231, -0.618, -0.443], [-0.058, -0.443, 0.295], [0.083, -0.259, -0.506], [0.186, -0.608, -0.450], [0.212, -0.229, 0.316], [-0.271, -0.108, 0.669], [-7.496, -0.480, -2.950], [0.402, -0.044, 0.248], [1.292, 3.519, 0.009]], "lowdin_charge": [-0.070, -0.293, -0.079, -0.146, -0.198, -0.107, 0.103, 0.100, 0.097, 0.138, 0.131, 0.123, 0.126, 0.086, 0.085, 0.083, -0.092, -0.284, -0.115, -0.139, -0.229, -0.039, 0.050, 0.107, 0.058, -0.040, 0.126, 0.095, 0.114, 0.112, 0.016, -0.014, -0.055, -0.237, -0.165, -0.155, -0.195, -0.110, 0.055, 0.104, 0.103, 0.125, 0.134, 0.103, 0.131, 0.087, 0.078, 0.081, -0.093, -0.179, -0.228, -0.194, -0.163, -0.140, 0.085, 0.080, 0.081, 0.121, 0.129, 0.133, 0.109, 0.029, 0.091, 0.102, -0.073, -0.161, -0.196, -0.171, -0.217, -0.092, 0.097, 0.081, 0.072, 0.111, 0.101, 0.118, 0.123, 0.081, 0.086, 0.082, -0.107, -0.280, -0.129, -0.189, -0.215, -0.083, 0.118, 0.064, 0.101, 0.128, 0.131, 0.121, 0.132, 0.081, 0.089, 0.076, -0.078, -0.217, -0.194, -0.179, -0.148, -0.108, 0.084, 0.083, 0.080, 0.119, 0.119, 0.107, 0.128, 0.004, 0.139, 0.026], "total_charge": 0, "lumo_energy_ev": 0.6160, "fmax_ev_per_a": 8.2, "e_tot_ha": -2161.2464, "e_homo_ha": -0.2798, "molar_mass_g_mol": 630.854, "multiplicity": 1}